73
Properties=species:S:1:pos:R:3 method="wB97M-V/def2-TZVPD" homo_lumo_gap_ev=6.9427 de_lowest_kcal_mol=26.16 homo_ha=-0.29213 lumo_ev=-1.01
Zn -4.315 1.820 0.105
C 0.997 -1.285 -3.453
C -0.013 -0.438 -3.713
C -1.483 -0.855 -3.750
C -2.075 -1.235 -2.354
C -2.353 -2.678 -1.994
C -1.676 -3.730 -2.483
C -0.419 -3.581 -3.296
C 0.837 -2.671 -2.864
C -3.832 0.955 1.949
H 2.031 -0.899 -3.440
H 0.161 0.638 -3.868
H -1.632 -1.633 -4.518
H -2.027 0.016 -4.157
H -1.595 -0.653 -1.532
H -3.082 -0.801 -2.426
H -3.130 -2.752 -1.203
H -2.053 -4.798 -2.343
H -0.677 -3.245 -4.324
H 0.020 -4.607 -3.363
H 0.902 -2.604 -1.745
H 1.745 -3.243 -3.178
H -3.135 1.609 2.517
H -3.256 0.042 1.741
H -4.728 0.613 2.495
P -7.120 -0.684 -1.379
P -5.740 1.439 -4.078
N -7.172 -2.494 -1.372
N -8.799 -0.656 -0.646
N -5.340 0.282 -5.359
N -6.282 2.862 -5.205
C -7.651 -0.513 -3.163
C -7.452 0.878 -3.800
C -6.394 -3.349 -0.579
C -6.748 -4.669 -0.873
C -7.779 -4.628 -1.868
C -8.003 -3.290 -2.170
C -9.072 0.161 0.457
C -10.447 0.265 0.598
C -11.055 -0.524 -0.434
C -10.023 -1.099 -1.161
C -4.454 -0.783 -5.129
C -4.630 -1.756 -6.109
C -5.601 -1.244 -7.044
C -6.097 -0.075 -6.480
C -6.688 3.017 -6.527
C -7.015 4.352 -6.780
C -6.854 5.051 -5.540
C -6.490 4.105 -4.584
H -8.727 -0.712 -3.244
H -7.126 -1.290 -3.734
H -8.059 0.917 -4.712
H -7.849 1.658 -3.143
H -5.654 -2.938 0.101
H -6.319 -5.559 -0.436
H -8.293 -5.462 -2.313
H -8.639 -2.862 -2.930
H -8.253 0.588 1.019
H -10.950 0.855 1.350
H -12.117 -0.619 -0.615
H -10.069 -1.768 -2.003
H -3.886 -0.830 -4.199
H -4.200 -2.752 -6.104
H -5.898 -1.690 -7.980
H -7.037 0.417 -6.700
H -6.740 2.202 -7.212
H -7.364 4.770 -7.714
H -7.001 6.113 -5.360
H -6.381 4.216 -3.514
C -2.422 2.653 -0.334
H -2.409 3.608 0.202
H -2.338 2.870 -1.400
H -1.598 2.018 0.050